1.
Entry from OMol25: C14H14F3IN2O2V as an isolated structure in a non-equilibrium geometry (ωB97M-V with the def2-TZVPD basis set).

The spin multiplicity is 4. The frontier orbital gap (alpha / beta) comes out at 5.80 / 7.26 eV. The energy above the lowest of the compared OMol25 structures with the same formula, charge and spin is 7.6 kcal per mole. As for the charge: 0. For the HOMO energy (alpha / beta), the calculation gives -0.2469 / -0.3091 Eh. The calculated total energy is -2343.26740 Eh. The value obtained for the lowest unoccupied orbital energy (alpha / beta) is -0.92 / -1.15 eV.

Each line ends with the natural charge from an NBO analysis.
Element x y z (Å)
C 4.25861 3.16647 0.74432  -0.613
H 5.07215 3.73019 0.27996  0.196
H 2.24687 -3.80244 -1.54052  0.235
H 2.09546 -1.70941 -0.07899  0.225
C -2.69386 1.38957 -0.44113  0.062
F 0.97155 -1.72887 4.47416  -0.311
H 4.67598 2.68206 1.62773  0.197
H 2.25039 3.61984 1.50224  0.210
C -3.13397 -0.68924 -2.21848  -0.199
O 0.41726 -0.09726 2.30988  -0.763
C -3.87448 1.36096 -1.18128  -0.234
C 1.31504 -2.02241 -0.78978  0.059
H 0.26306 -4.41746 -2.98148  0.231
H 3.50594 4.78169 1.96836  0.195
I 1.18905 2.35850 -0.61308  -0.451
H 3.93484 2.40728 0.03857  0.212
H -4.98943 0.31926 -2.70252  0.229
F -1.12216 -1.20372 4.88011  -0.320
N -1.69865 0.48671 -0.66791  -0.479
F -0.63982 -3.10136 3.86696  -0.315
H -2.49950 2.12008 0.34948  0.220
C -4.08551 0.31933 -2.09917  -0.159
H -4.60216 2.16192 -1.00954  0.235
H -3.28582 -1.57575 -2.83744  0.223
N 0.25582 -1.16212 -0.85739  -0.487
V 0.02006 0.39315 0.43147  1.112
C -0.88555 -2.70116 -2.32638  -0.199
C -1.92270 -0.55301 -1.53198  0.150
C 0.23526 -3.52730 -2.35704  -0.156
O -1.31754 -1.46568 1.78879  -0.628
H 2.89184 4.80212 0.31737  0.202
C -0.41476 -1.07481 2.55361  0.678
C 3.14603 4.14072 1.15194  -0.612
C -0.28370 -1.79710 3.98610  0.899
H -1.80918 -2.93183 -2.85034  0.222
C 1.34729 -3.18443 -1.57063  -0.235
C -0.83370 -1.49448 -1.61595  0.168

Atomic forces in eV per Å
0.213 0.519 0.272
0.033 -0.091 -0.008
-0.394 0.111 -0.042
-0.244 -0.367 -0.587
0.312 -0.824 -0.722
-0.848 -0.138 -0.256
-0.024 -0.151 -0.024
0.302 0.293 -0.043
0.211 0.296 0.055
-0.778 -1.772 1.403
0.344 0.126 0.309
-1.006 0.316 -0.618
-0.102 0.129 0.233
-0.031 -0.074 -0.131
-0.051 0.571 -1.085
-0.053 0.010 0.044
0.116 -0.174 0.174
0.641 -0.500 -0.628
-1.249 -0.053 -0.335
0.346 1.016 0.287
-0.065 -0.129 -0.462
0.156 0.181 0.272
0.204 -0.488 -0.204
-0.116 0.531 0.071
0.181 -1.437 -0.293
-0.960 -0.555 -0.159
0.280 0.416 0.010
-0.941 1.223 0.631
0.093 0.473 0.325
1.512 0.714 0.976
-0.194 -0.182 0.144
-0.250 0.174 -0.062
0.503 0.190 0.373
-0.155 0.294 -0.723
0.394 -0.188 -0.051
0.181 0.468 0.378
1.441 -0.932 0.476

2.
Entry from OMol25: C14H14F3N5O2 in the gas phase in a non-equilibrium geometry (ωB97M-V with the def2-TZVPD basis set).

The spin multiplicity is 1. The frontier orbital gap comes out at 9.41 eV. The energy above the lowest of the compared OMol25 structures with the same formula, charge and spin is 0.0 kcal per mole. As for the charge: 0. Its SMILES is CC(=O)N1CCC2(CC1)C(C#N)=C(N)Oc1n[nH]c(C(F)(F)F)c12. For the HOMO energy, the calculation gives -0.3259 Eh. The calculated total energy is -1265.77469 Eh. The value obtained for the lowest unoccupied orbital energy is 0.54 eV.

Each line ends with the natural charge from an NBO analysis.
Element x y z (Å)
H -0.03164 1.51805 0.81389  0.216
N -2.93742 -1.43151 1.18436  -0.305
C 0.84372 0.88576 0.68158  -0.401
N -2.35466 -2.60924 1.02505  -0.254
F -3.92382 0.98490 1.36782  -0.322
C 3.28334 3.44388 -1.81745  -0.712
H 2.80450 1.09883 -0.19980  0.210
H 0.17014 1.36178 -2.98978  0.257
O -0.21370 -3.29983 0.42172  -0.443
H -0.48439 -0.79149 -1.94696  0.221
H 1.27021 -0.60394 -1.98370  0.216
C 1.43187 -1.55159 0.28860  -0.368
C 2.80231 -1.27066 0.31441  0.285
F -2.43181 1.79947 0.05424  -0.312
H 1.58185 -4.81693 0.50791  0.411
O 1.60988 2.96079 -3.46110  -0.635
C 2.02513 2.78369 -2.33116  0.688
C 0.42810 -0.43466 0.00926  -0.043
C -2.10306 -0.39375 0.90065  0.051
H 3.05447 4.10819 -0.98696  0.225
C 0.21129 1.24571 -1.90371  -0.240
H 3.71841 4.02449 -2.62594  0.243
C -1.12786 -2.33534 0.63231  0.409
N 1.95199 -3.88495 0.57893  -0.796
C 1.07787 -2.86053 0.40068  0.588
H -3.90160 -1.37924 1.47658  0.430
C 1.87284 1.67142 -0.12751  -0.223
H 2.92309 -3.73338 0.36810  0.418
H 3.99997 2.69786 -1.48157  0.229
C -2.60568 0.99359 1.10852  0.965
F -2.02263 1.60693 2.15373  -0.315
C -0.88851 -0.94423 0.52365  -0.133
H 2.09142 2.59903 0.41193  0.208
N 1.37290 1.98326 -1.45117  -0.447
N 3.94030 -1.09930 0.33807  -0.356
H -0.70152 1.67563 -1.48365  0.196
H 1.25753 0.68062 1.67081  0.234
C 0.35052 -0.22405 -1.53178  -0.394

Atomic forces in eV per Å
0.000 0.006 0.044
0.325 0.439 -0.155
0.144 0.030 -0.103
0.303 -0.911 -0.047
-0.218 -0.239 0.028
-0.035 0.035 -0.237
-0.090 0.192 0.085
-0.077 -0.009 0.213
0.576 -0.399 -0.119
0.050 -0.056 0.006
-0.028 0.009 -0.029
-1.042 -0.253 0.081
0.386 -0.138 0.020
0.136 -0.094 -0.195
0.068 -0.008 0.001
0.030 0.174 -0.363
0.161 0.122 0.114
-0.010 -0.040 -0.139
0.042 -0.350 -0.020
0.030 0.028 0.114
-0.200 -0.175 -0.409
-0.031 -0.025 -0.001
-0.975 1.431 0.337
-0.430 -0.003 -0.085
0.290 0.037 0.254
0.170 -0.009 -0.049
0.386 0.039 0.341
0.014 -0.006 -0.026
0.085 -0.026 0.101
-0.062 0.477 0.164
0.128 -0.118 0.055
-0.150 -0.235 0.090
0.040 -0.136 -0.003
-0.314 -0.156 0.070
0.382 0.042 0.010
0.003 -0.039 -0.082
-0.071 0.037 0.006
-0.016 0.324 -0.068

3.
Entry from OMol25: C14H14F5O6Rh as an isolated structure (ωB97M-V with the def2-TZVPD basis set).

The spin multiplicity is 5. The frontier orbital gap (alpha / beta) comes out at 8.02 / 5.62 eV. As for the charge: 0. For the HOMO energy (alpha / beta), the calculation gives -0.3055 / -0.3188 Eh. The calculated total energy is -1602.96531 Eh. The value obtained for the lowest unoccupied orbital energy (alpha / beta) is -0.29 / -3.06 eV.

Each line ends with the natural charge from an NBO analysis.
Element x y z (Å)
H -3.08572 1.92056 -2.04421  0.202
C -0.56380 -1.88813 1.40326  0.301
H -3.46150 0.47552 0.73820  0.213
H 3.94895 0.74825 -0.23870  0.210
F -0.06149 -3.67536 -1.68250  -0.286
C -1.90862 0.60903 -0.76914  -0.277
C -2.88279 0.85358 -1.93122  -0.591
H 2.27384 4.84679 -0.00076  0.505
H -0.62734 2.38835 -0.69523  0.197
H -0.30950 1.31535 -2.09916  0.217
C -1.32988 -4.23966 0.19732  0.272
F -1.83458 -2.45991 3.29787  -0.287
H 3.41928 -0.99326 -0.11778  0.231
H 1.92697 2.66883 2.74182  0.207
C -1.79240 -3.94412 1.47008  0.261
O 4.06299 -0.43121 -2.58280  -0.408
C 2.45315 2.22725 1.88172  -0.178
O 2.07784 0.93482 1.61643  -0.728
O 1.94249 0.42839 -2.52026  -0.593
C 3.02111 -0.00145 -2.13990  0.791
H -2.47906 0.48169 -2.87246  0.214
Rh 1.21142 0.51170 -0.24793  1.311
C -0.48546 -3.36355 -0.45833  0.294
H -2.82146 2.09828 0.49726  0.200
F -2.60196 -4.79234 2.10418  -0.284
O 0.73388 -1.36560 -0.56730  -0.673
C -0.62541 1.36059 -1.05625  -0.464
O 1.76768 2.65817 -0.36406  -0.628
H -3.83232 0.34967 -1.74256  0.213
C -2.54873 1.04115 0.54660  -0.610
C 3.19700 0.00477 -0.47759  -0.480
C -0.07742 -2.15522 0.12313  0.182
O 2.45877 4.39805 0.83859  -0.640
C -1.40504 -2.75956 2.07174  0.268
H -1.88614 0.90953 1.39569  0.216
C 2.19272 3.11245 0.69027  0.804
F -0.18635 -0.76286 2.02834  -0.304
H 3.52972 2.32762 2.10479  0.195
H -1.70668 -0.46535 -0.74409  0.212
F -1.70419 -5.37280 -0.39505  -0.285

Atomic forces in eV per Å
-0.001 0.021 0.002
0.044 0.028 0.147
-0.001 -0.021 0.009
-0.029 0.016 0.042
0.013 0.020 -0.009
0.014 0.080 -0.041
0.001 -0.019 0.003
-0.011 0.044 -0.028
0.016 -0.008 0.030
-0.070 0.010 0.016
0.073 0.065 -0.019
-0.010 -0.004 0.006
0.030 0.010 -0.047
-0.037 -0.019 -0.023
0.011 0.078 0.005
0.163 -0.069 -0.022
0.019 0.054 -0.052
-0.296 0.249 0.001
-0.113 0.122 -0.143
-0.151 0.036 0.093
0.016 -0.005 -0.018
0.414 -0.016 0.252
-0.141 -0.046 0.079
-0.010 0.023 -0.009
-0.012 0.003 0.014
-0.111 -0.240 0.268
-0.051 -0.108 -0.014
0.131 0.257 0.081
-0.003 -0.015 0.004
-0.055 0.012 -0.100
0.043 -0.195 -0.183
0.081 0.035 -0.316
0.028 -0.053 0.011
0.009 -0.080 -0.079
0.148 -0.051 0.118
-0.034 -0.147 -0.010
-0.038 -0.015 -0.101
-0.033 -0.013 0.007
-0.038 -0.001 0.021
-0.012 -0.037 0.004